Below is a structure of composition C19H33N6O5PPbS at a distorted geometry, with properties calculated with wB97M-V/def2-TZVPD.

For the LUMO energy (spin up / spin down), the calculation gives -8.666 / -9.050 eV. The value obtained for the total energy is -2380.4538 a.u. The strongest force on any atom comes out at 1.5 eV Å⁻¹. The calculation puts the energy relative to the best compared isomer or geometry (same formula, charge and spin) at 0.000 eV. As for the charge: +2. The spin multiplicity is 1.

Positions of all 66 atoms, in Å:
1 Pb 0.43134 0.82486 1.36990
2 N -3.22153 -3.80187 -2.46891
3 C -2.83672 -2.78248 -1.99258
4 N -2.52427 -1.65866 -1.52984
5 C -1.66178 -1.18237 -0.69568
6 N -0.95230 -0.66778 0.05507
7 C -4.82442 4.62962 -0.68950
8 C -3.89874 3.61161 -0.07493
9 C -3.61103 3.90718 1.38208
10 C -4.40962 2.19524 -0.27397
11 O -2.60959 3.77735 -0.84243
12 P -1.42320 2.83435 -0.99249
13 O -1.70620 1.59618 -1.89003
14 O -0.72143 2.50927 0.27957
15 O -0.42802 3.56529 -1.97133
16 C -0.58736 4.20426 -3.29797
17 C -1.96360 3.98246 -3.89584
18 C 0.50776 3.62186 -4.16635
19 C -0.34772 5.69616 -3.02953
20 H -5.78538 4.60104 -0.17524
21 H -4.99350 4.41831 -1.74582
22 H -4.41136 5.63395 -0.59318
23 H -4.54665 3.87403 1.94060
24 H -3.17412 4.90053 1.48911
25 H -2.92182 3.18139 1.81989
26 H -5.32321 2.06459 0.30518
27 H -3.68650 1.44980 0.07804
28 H -4.62596 1.99576 -1.32439
29 H -2.19174 2.91470 -3.93837
30 H -1.95462 4.37712 -4.91017
31 H -2.74694 4.48418 -3.33085
32 H 0.27493 2.59004 -4.43822
33 H 1.46370 3.64525 -3.64378
34 H 0.59356 4.21095 -5.07854
35 H -1.05538 6.06303 -2.28700
36 H -0.49877 6.22698 -3.96871
37 H 0.66830 5.86555 -2.67608
38 C 4.92264 0.19243 -0.17194
39 N 4.16515 0.11496 -1.42339
40 C 4.85506 0.06380 -2.72528
41 C 2.85266 0.05880 -1.37979
42 O 2.18093 0.05601 -0.32961
43 H 5.97563 0.29872 -0.41001
44 H 4.77496 -0.70880 0.42079
45 H 4.59664 1.05043 0.41249
46 H 5.91389 0.23453 -2.56282
47 H 4.48163 0.83998 -3.38931
48 H 4.73109 -0.90958 -3.19505
49 H 2.36572 0.00051 -2.36037
50 C -1.87144 -0.75240 7.94143
51 C -0.98488 -0.50348 6.76706
52 C 0.37844 -0.51264 6.78732
53 C 1.06691 -0.22171 5.60209
54 N 0.43818 0.04194 4.45509
55 C -0.89739 0.01903 4.43174
56 S -1.80071 0.29403 3.01361
57 N -1.58227 -0.23589 5.57978
58 C 2.56072 -0.20356 5.56950
59 H -1.28238 -0.84900 8.84842
60 H -2.44152 -1.67194 7.79485
61 H -2.57921 0.06832 8.06741
62 H 0.90737 -0.72927 7.70313
63 H -2.59352 -0.23130 5.51913
64 H 2.98932 -0.20401 6.56820
65 H 2.90785 0.66801 5.01631
66 H 2.91193 -1.09118 5.03809